[1]
Entry from the Open Molecules 2025 dataset: an isolated molecule of C6H8 in a non-equilibrium geometry (ωB97M-V with the def2-TZVPD basis set).

Structure (XYZ):
```
14
Properties=species:S:1:pos:R:3:nbo_charge:R:1
C -2.0576 0.2547 0.0301 -0.6628
C -0.6609 -0.2622 0.2577 0.0382
C -0.0563 -1.4183 -0.0995 -0.2139
C 1.5028 -0.6473 0.3437 -0.2349
C 1.6238 0.5982 -0.5111 -0.3912
C 0.5814 0.5020 0.5950 -0.2946
H -2.8329 -0.2676 0.5255 0.2270
H -2.1266 0.0860 -1.0258 0.2279
H -2.2399 1.3018 0.2023 0.2202
H -0.0318 -2.2836 -0.6640 0.2099
H 1.9317 -1.2392 1.0891 0.2278
H 2.3129 1.4313 -0.3442 0.2213
H 1.3220 0.5840 -1.6078 0.2124
H 0.7314 1.3602 1.2090 0.2127
```

Computed properties:
Net charge: 0
Energy, hartree: -233.2561
SMILES string: CC1=C[C@H]2C[C@@H]12
Highest occupied orbital energy, Eh: -0.3164

---

[2]
Entry from the Open Molecules 2025 dataset: an isolated molecule of C6H8 in a non-equilibrium geometry (ωB97M-V with the def2-TZVPD basis set).

Structure (XYZ):
```
14
Properties=species:S:1:pos:R:3:nbo_charge:R:1
C -1.6525 1.0344 -0.3262 -0.3227
C -0.5335 0.2465 -0.6549 -0.3281
C 0.9487 0.7950 0.0935 -0.4061
C 1.5900 -0.4658 0.3937 -0.1882
C 0.6271 -1.4394 0.6164 -0.2476
C -0.5835 -1.0704 0.0413 -0.1638
H -1.9218 1.1699 0.7175 0.1752
H -2.2795 1.5133 -1.0721 0.1843
H -0.3394 0.1543 -1.7311 0.2259
H 0.5157 1.2674 0.9722 0.2149
H 1.5027 1.5275 -0.4996 0.2160
H 2.6454 -0.6759 0.2490 0.2110
H 0.8116 -2.4298 1.0219 0.2199
H -1.4824 -1.6762 0.0326 0.2092
```

Computed properties:
Net charge: 0
Energy, hartree: -233.2749
Highest occupied orbital energy (spin up / spin down), Eh: -0.2843 / -0.2579

---

[3]
Entry from the Open Molecules 2025 dataset: an isolated molecule of C6H8 (ωB97M-V with the def2-TZVPD basis set).

Structure (XYZ):
```
14
Properties=species:S:1:pos:R:3:nbo_charge:R:1
C -0.6175 1.5434 -2.2150 -0.2454
C -0.3932 1.0756 -1.1274 0.0077
C -0.0885 0.4975 0.1867 -0.2748
C -1.0195 -0.7053 0.5272 -0.5643
C -0.3385 -1.3088 1.7168 -0.0097
C 1.3594 -0.0061 0.2886 -0.5893
H -0.8231 1.9651 -3.1753 0.2408
H -0.2398 1.2658 0.9530 0.2421
H -2.0024 -0.3203 0.8227 0.2397
H -1.1297 -1.3331 -0.3676 0.1941
H 1.4876 -0.4369 1.2965 0.2254
H 0.1550 -2.2461 1.3747 0.0932
H 1.5517 -0.7803 -0.4610 0.2133
H 2.0985 0.7896 0.1800 0.2272
```

Computed properties:
Net charge: 0
Energy, hartree: -233.1977
Highest occupied orbital energy, Eh: -0.3258

---

[4]
Entry from the Open Molecules 2025 dataset: an isolated molecule of C6H8 (ωB97M-V with the def2-TZVPD basis set).

Structure (XYZ):
```
14
Properties=species:S:1:pos:R:3:nbo_charge:R:1
C 1.3433 -0.3229 0.7110 -0.1835
C 0.3321 -1.1907 0.7289 -0.1945
C -0.7135 -0.8387 -0.2748 -0.2717
C -1.5513 0.3751 0.0349 -0.4064
C -0.3062 0.5134 -0.8037 -0.2236
C 1.0555 0.8552 -0.1986 -0.4403
H 2.2731 -0.4360 1.2605 0.2087
H 0.2428 -2.0728 1.3564 0.2126
H -1.0078 -1.6566 -0.9250 0.2207
H -1.5601 0.7226 1.0653 0.2137
H -2.4943 0.5269 -0.4892 0.2176
H -0.4739 0.7602 -1.8481 0.2187
H 1.0524 1.7946 0.3716 0.2154
H 1.8080 0.9697 -0.9891 0.2126
```

Computed properties:
Net charge: 0
Energy, hartree: -233.3669
SMILES string: C1=C[C@H]2C[C@H]2C1
Highest occupied orbital energy, Eh: -0.3273

---

[5]
Entry from the Open Molecules 2025 dataset: a structure of composition C6H8 in a non-equilibrium geometry (ωB97M-V with the def2-TZVPD basis set).

Structure (XYZ):
```
14
Properties=species:S:1:pos:R:3:nbo_charge:R:1
C 0.0059 -0.9946 -2.0404 -0.4609
C 1.2221 -0.9806 -1.1131 -0.3112
C 0.6684 0.2410 -0.3251 -0.2344
C 0.2648 -0.0653 0.9743 -0.0203
C -0.0808 -1.3602 -0.5482 -0.0961
C -0.6359 0.9279 1.7443 -0.6644
H -0.3643 -0.0120 -2.4009 0.2030
H -0.1177 -1.9607 -2.7369 0.2214
H 2.1033 -1.4291 -1.0715 0.2072
H 0.3411 1.0961 -0.8521 0.2094
H 0.7955 -0.9223 1.4856 0.2478
H -1.2143 0.1967 2.4681 0.2321
H -1.2947 1.5027 1.1268 0.2276
H -0.0422 1.6864 2.3130 0.2386
```

Computed properties:
Net charge: 0
Energy, hartree: -233.1864
Highest occupied orbital energy, Eh: -0.2953

---

[6]
Entry from the Open Molecules 2025 dataset: an isolated molecule of C6H8 in a non-equilibrium geometry (ωB97M-V with the def2-TZVPD basis set).

Structure (XYZ):
```
14
Properties=species:S:1:pos:R:3:nbo_charge:R:1
C 1.2214 0.1447 1.3964 -0.4272
C 1.6588 -0.6005 0.4007 0.0550
C 1.2852 -1.0889 -0.7556 -0.2941
C -0.1786 -0.6083 -0.9958 -0.4545
C -0.5034 0.6643 -0.2811 -0.1532
C -1.7019 0.8237 0.2679 -0.4185
H 0.5785 -0.2844 2.1587 0.2200
H 1.4756 1.1923 1.5056 0.2185
H 1.8148 -1.7772 -1.4187 0.2294
H -0.8754 -1.3883 -0.6517 0.2097
H -0.4513 -0.3716 -2.0339 0.2230
H 0.1247 1.5263 -0.5075 0.2029
H -2.1531 1.8022 0.3385 0.1998
H -2.2953 -0.0344 0.5767 0.1894
```

Computed properties:
Net charge: 0
Energy, hartree: -233.2836
SMILES string: C=C=CCC=C
Highest occupied orbital energy, Eh: -0.3301